Formula: C5H8O
Source: OMol25
Level of theory: the ωB97M-V functional and the def2-TZVPD basis

Geometry as XYZ:
```
14
C5H8O the ωB97M-V functional and the def2-TZVPD basis
O 2.08078 -0.80827 -2.32015
C 1.05900 -0.99981 -0.32094
C -1.69226 0.90225 1.52271
C 1.23026 -0.25856 -1.45648
C -0.58141 0.57932 0.58131
C -0.02208 -0.66705 0.57682
H 0.72853 0.64314 -1.78300
H -1.63808 1.90538 1.94410
H 2.65047 -0.20681 -2.84716
H -2.68914 0.82032 1.06124
H -0.58164 -1.47428 1.03334
H -1.81106 0.06085 2.22467
H -0.29760 1.44783 0.00420
H 1.56422 -1.94430 -0.22066
```

As for the multiplicity: 2. The lowest unoccupied orbital energy (alpha / beta) comes out at -4.81 / -7.43 eV. The calculation puts the energy above the lowest of the compared OMol25 structures with the same formula, charge and spin at 13.0 kcal per mole. As for the total charge: +1. Its expectation value of S² is 0.7703. For the HOMO-LUMO gap (alpha / beta), the calculation gives 9.32 / 8.12 eV.

Formula: C5H8O2
Source: OMol25
Level of theory: the ωB97M-V functional and the def2-TZVPD basis

Geometry as XYZ:
```
15
C5H8O2 the ωB97M-V functional and the def2-TZVPD basis
O 0.92194 -0.66173 2.05951
O 0.92743 -1.58944 -0.63403
C -0.15706 -1.20327 2.13701
C 0.61767 -0.47084 -1.43322
C 1.23545 0.85428 -1.21098
C -0.02417 0.75302 -0.88408
C -1.25836 1.36696 -0.33907
H -1.08174 2.39269 -0.00213
H -0.52853 -1.85427 1.32660
H -0.80874 -1.05976 3.01823
H -1.64231 0.78542 0.50724
H 2.13416 1.45454 -1.24968
H 1.31401 -1.25334 0.19221
H 0.38226 -0.83892 -2.43391
H -2.04508 1.37893 -1.10196
```

The lowest unoccupied orbital energy comes out at 0.53 eV. The calculation puts the energy above the lowest of the compared OMol25 structures with the same formula, charge and spin at 80.4 kcal per mole. The structure (SMILES) is CC1=C[C@H]1O.C=O. For the HOMO-LUMO gap, the calculation gives 9.65 eV.

Formula: C5H8O2
Source: OMol25
Level of theory: the ωB97M-V functional and the def2-TZVPD basis

Geometry as XYZ:
```
15
C5H8O2 the ωB97M-V functional and the def2-TZVPD basis
O 0.08619 -1.43624 0.72559
O 1.37515 0.96212 1.26774
C -2.44784 0.03021 0.53409
C -1.59085 -0.22130 -0.27657
C -0.29487 -0.88025 -0.54066
C 0.86261 0.03040 -0.94624
C 1.00411 1.26574 -0.05626
H 1.75970 -0.59071 -0.85300
H 1.79102 1.91451 -0.45569
H -3.10419 0.18554 1.35701
H -0.64141 -1.98992 1.03680
H 0.78846 0.24962 1.56229
H 0.05943 1.83369 -0.08427
H 0.76948 0.33429 -1.99603
H -0.41701 -1.68770 -1.27478
```

The lowest unoccupied orbital energy comes out at 0.69 eV. The calculation puts the energy above the lowest of the compared OMol25 structures with the same formula, charge and spin at 66.1 kcal per mole. The structure (SMILES) is C#C[C@H](O)CCO. For the HOMO-LUMO gap, the calculation gives 10.61 eV.

Formula: C5H8O2
Source: OMol25
Level of theory: the ωB97M-V functional and the def2-TZVPD basis

Geometry as XYZ:
```
15
C5H8O2 the ωB97M-V functional and the def2-TZVPD basis
O 2.34506 0.44898 -0.03194
O -0.62113 -1.52904 -1.25921
C -0.96594 0.94700 -0.27664
C -2.26046 0.28390 -0.79174
C -1.04427 -0.46852 -0.84361
C 1.04337 -0.47746 1.69007
C 1.57434 -0.52467 0.46716
H 1.39515 -1.36971 -0.21327
H -0.56254 1.75945 -0.88835
H -2.95803 -0.10071 -0.06002
H -2.67957 0.60009 -1.73592
H -0.94676 1.24482 0.77893
H 1.65418 -1.39459 1.85098
H 1.38717 0.43586 2.19992
H 2.63943 0.14460 -0.88636
```

The lowest unoccupied orbital energy comes out at 0.68 eV. The calculation puts the energy above the lowest of the compared OMol25 structures with the same formula, charge and spin at 117.6 kcal per mole. The structure (SMILES) is O=C1CC1.C=CO. For the HOMO-LUMO gap, the calculation gives 9.32 eV.

Formula: C5H8O2
Source: OMol25
Level of theory: the ωB97M-V functional and the def2-TZVPD basis

Geometry as XYZ:
```
15
C5H8O2 the ωB97M-V functional and the def2-TZVPD basis
O -0.58624 2.03188 -0.45854
O -0.99481 -0.88488 -1.78473
C -0.86976 1.07846 0.53011
C 2.47519 0.23163 -0.30851
C 1.33984 0.01299 0.03547
C -0.00098 -0.16870 0.52095
C -0.39730 -1.32887 1.05589
H -0.74043 1.49537 1.53985
H -1.91834 0.79878 0.40215
H 0.26737 -2.18441 1.11649
H -1.40954 -1.43847 1.43922
H 0.34969 2.26428 -0.39896
H -0.91866 -1.44246 -0.99745
H 3.49828 0.40273 -0.56179
H -0.09430 -0.86833 -2.13015
```

The lowest unoccupied orbital energy comes out at 0.51 eV. The calculation puts the energy above the lowest of the compared OMol25 structures with the same formula, charge and spin at 74.0 kcal per mole. The structure (SMILES) is C#CC(=C)CO.O. For the HOMO-LUMO gap, the calculation gives 9.99 eV.

Formula: C5H8O2
Source: OMol25
Level of theory: the ωB97M-V functional and the def2-TZVPD basis

Geometry as XYZ:
```
15
C5H8O2 the ωB97M-V functional and the def2-TZVPD basis
O 0.53008 -1.47259 -1.08632
O 0.36358 2.43039 -2.11384
C 0.05747 1.40010 -1.56377
C -0.61287 1.35633 -0.19642
C -0.95146 -0.09391 0.19173
C 0.23650 -1.03307 0.00758
C 1.03128 -1.44748 1.21744
H 0.25040 0.40152 -2.01557
H 0.03271 1.85216 0.54169
H 2.07952 -1.57441 0.93724
H -1.73920 -0.44883 -0.48029
H -1.32378 -0.14342 1.22029
H 0.64429 -2.42837 1.51970
H -1.52977 1.96117 -0.24072
H 0.93126 -0.75959 2.06125
```

The lowest unoccupied orbital energy comes out at 0.67 eV. The calculation puts the energy above the lowest of the compared OMol25 structures with the same formula, charge and spin at 18.1 kcal per mole. The structure (SMILES) is CC(=O)CCC=O. For the HOMO-LUMO gap, the calculation gives 10.15 eV.

Formula: C5H8O2
Source: OMol25
Level of theory: the ωB97M-V functional and the def2-TZVPD basis

Geometry as XYZ:
```
15
C5H8O2 the ωB97M-V functional and the def2-TZVPD basis
O -1.02085 -1.52678 0.69317
O -0.76814 0.85426 1.86502
C -0.92318 0.75303 0.48599
C 1.12186 0.72920 -1.21959
C 0.36277 -1.23455 0.45919
C -1.64290 -0.48259 -0.05765
C 0.12307 0.04852 -0.32254
H 0.95164 -1.09959 1.37584
H -1.08582 0.01518 2.23389
H 1.92253 1.14945 -0.59878
H 0.79203 -2.04423 -0.14151
H -1.26363 1.69427 0.05159
H 1.56976 0.03791 -1.94112
H 0.65915 1.55455 -1.76895
H -0.79830 -0.44863 -1.11453
```

The lowest unoccupied orbital energy comes out at 0.77 eV. The calculation puts the energy above the lowest of the compared OMol25 structures with the same formula, charge and spin at 115.8 kcal per mole. For the HOMO-LUMO gap, the calculation gives 9.15 eV.

Formula: C5H8O2
Source: OMol25
Level of theory: the ωB97M-V functional and the def2-TZVPD basis

Geometry as XYZ:
```
15
C5H8O2 the ωB97M-V functional and the def2-TZVPD basis
O -0.93482 -2.13474 0.87266
O 2.28874 -0.86050 0.17054
C -0.81818 1.16323 -0.00753
C -1.27193 -1.13285 0.37707
C 0.40567 0.50335 0.59115
C 1.46051 0.16362 -0.15237
C -1.72802 -0.04108 -0.21791
H 0.32195 -0.46917 -1.95175
H 0.35869 0.15838 1.61678
H 1.72539 0.73332 -1.03931
H -2.62944 -0.11914 -0.81934
H -0.39125 -0.52416 -1.74133
H -0.56625 1.67893 -0.94633
H -1.28606 1.89576 0.65966
H 3.00641 -0.90480 -0.46987
```

The lowest unoccupied orbital energy comes out at 0.74 eV. The calculation puts the energy above the lowest of the compared OMol25 structures with the same formula, charge and spin at 86.8 kcal per mole. The structure (SMILES) is O=C=CC/C=C/O.[H][H]. For the HOMO-LUMO gap, the calculation gives 9.34 eV.